# 1
{
  "formula": "C27H24Cl2I2N6OSTi",
  "method": "ωB97M-V/def2-TZVPD",
  "e_tot_ha": -4210.5768,
  "orbital_gap_ev": [5.48, 6.05],
  "e_above_lowest_kj_mol": 133.9,
  "lumo_energy_ev": [0.05, -0.16],
  "elements": ["Ti", "I", "C", "C", "C", "I", "C", "O", "C", "C", "N", "C", "C", "C", "C", "C", "C", "N", "C", "H", "H", "H", "H", "H", "H", "H", "H", "H", "H", "H", "N", "C", "S", "N", "N", "C", "C", "C", "C", "C", "C", "C", "C", "C", "C", "C", "C", "N", "H", "H", "H", "H", "H", "H", "H", "H", "H", "H", "H", "Cl", "C", "Cl", "H", "H"],
  "coordinates": [[-0.0187, 0.0697, -0.1992], [-3.8750, 1.5916, 6.1495], [-2.5078, 1.3242, 4.6130], [-1.4697, 0.4132, 4.7640], [-0.5562, 0.2379, 3.7322], [0.9914, -1.1278, 3.9525], [-0.6647, 0.9643, 2.5388], [0.1979, 0.8607, 1.5485], [-1.7307, 1.8561, 2.4042], [-1.8702, 2.5388, 1.0730], [-2.0304, 1.5450, -0.0241], [-3.2366, 0.7159, 0.1249], [-2.9191, -0.7526, 0.1668], [-3.8881, -1.7018, -0.1149], [-3.6126, -3.0331, 0.1507], [-2.4084, -3.3639, 0.7309], [-1.4747, -2.3574, 0.9247], [-1.6952, -1.0828, 0.5923], [-2.6433, 2.0410, 3.4328], [-1.3720, -0.1628, 5.6745], [-2.7270, 3.2170, 1.0945], [-0.9755, 3.1150, 0.8371], [-2.0939, 2.0517, -0.8958], [-3.7163, 0.9431, 1.0798], [-3.9678, 0.9262, -0.6558], [-4.8508, -1.3868, -0.4981], [-4.3490, -3.7987, -0.0684], [-2.1618, -4.3777, 1.0125], [-0.5310, -2.5702, 1.4032], [-3.4591, 2.7440, 3.3071], [2.6871, -3.5069, 0.1440], [2.1235, -2.2986, -0.1858], [0.6634, -2.3061, -1.1580], [2.7130, -1.2407, 0.2649], [1.9826, -0.1041, -0.0742], [2.6255, 1.0598, -0.0842], [4.0669, 1.1701, 0.2631], [4.9796, 1.7162, -0.6335], [6.3276, 1.8135, -0.3047], [6.7743, 1.3618, 0.9288], [5.8696, 0.8110, 1.8297], [4.5275, 0.7124, 1.4976], [1.8777, 2.1398, -0.5992], [2.3398, 3.4842, -0.5888], [1.6529, 4.4510, -1.2465], [0.4707, 4.0892, -1.9588], [0.0223, 2.8139, -1.8609], [0.6374, 1.8280, -1.1462], [2.4164, -4.3086, -0.3941], [3.6195, -3.4773, 0.5203], [4.6324, 2.0567, -1.6029], [7.0272, 2.2372, -1.0148], [7.8231, 1.4359, 1.1891], [6.2115, 0.4556, 2.7943], [3.8194, 0.2793, 2.1926], [3.2475, 3.7125, -0.0469], [2.0012, 5.4758, -1.2369], [-0.0729, 4.8053, -2.5591], [-0.8802, 2.5189, -2.3835], [1.4307, -0.1545, -3.9348], [-0.2787, -0.3911, -4.1337], [-1.3086, -0.2031, -2.6439], [-0.4668, -1.4059, -4.4529], [-0.6663, 0.3474, -4.8211]]
}

---

# 2
{
  "formula": "C15H25N2O2",
  "method": "ωB97M-V/def2-TZVPD",
  "e_tot_ha": -846.3180,
  "total_charge": 1,
  "orbital_gap_ev": 8.49,
  "smiles": "Cc1ccccc1OC[C@@H](O)C[NH+]1CCN(C)CC1",
  "e_above_lowest_kj_mol": 22.4,
  "lumo_energy_ev": -2.50,
  "elements": ["C", "C", "C", "C", "C", "C", "C", "O", "C", "C", "O", "C", "N", "C", "C", "N", "C", "C", "C", "H", "H", "H", "H", "H", "H", "H", "H", "H", "H", "H", "H", "H", "H", "H", "H", "H", "H", "H", "H", "H", "H", "H", "H", "H"],
  "coordinates": [[-0.4715, -3.9244, 0.2882], [-0.5998, -4.0668, -1.1978], [-1.0034, -5.2555, -1.7813], [-1.1250, -5.3756, -3.1560], [-0.8414, -4.2929, -3.9643], [-0.4349, -3.0909, -3.4051], [-0.3132, -2.9790, -2.0304], [0.0844, -1.8208, -1.3754], [0.4638, -0.7138, -2.1462], [0.9655, 0.3536, -1.1606], [1.3580, 1.5414, -1.8019], [-0.1656, 0.6795, -0.1779], [0.2630, 1.6162, 0.8864], [0.1815, 3.0380, 0.4628], [0.7346, 3.9362, 1.5619], [-0.0513, 3.7468, 2.7635], [0.2511, 4.7142, 3.7986], [0.0655, 2.3783, 3.2186], [-0.4922, 1.4420, 2.1500], [-1.2408, -3.2529, 0.6697], [0.4998, -3.5049, 0.5450], [-0.5816, -4.8887, 0.7748], [-1.2243, -6.1009, -1.1472], [-1.4397, -6.3110, -3.5908], [-0.9332, -4.3718, -5.0363], [-0.2215, -2.2568, -4.0551], [-0.3837, -0.3138, -2.7216], [1.2732, -0.9741, -2.8434], [1.8135, -0.0770, -0.5997], [1.9029, 1.3415, -2.5717], [-0.4890, -0.2645, 0.2645], [-1.0001, 1.1261, -0.7206], [1.2522, 1.4257, 1.0904], [0.7374, 3.1571, -0.4675], [-0.8695, 3.2780, 0.2964], [0.6446, 4.9755, 1.2434], [1.8083, 3.7224, 1.7224], [-0.4240, 4.5570, 4.6364], [0.0848, 5.7140, 3.4049], [1.2860, 4.6414, 4.1574], [-0.5211, 2.2598, 4.1309], [1.1119, 2.0997, 3.4497], [-0.4178, 0.4041, 2.4781], [-1.5374, 1.6879, 1.9567]]
}

---

# 3
{
  "formula": "C29H51N5OReSSi4Te",
  "method": "ωB97M-V/def2-TZVPD",
  "e_tot_ha": -3386.6336,
  "total_charge": 2,
  "orbital_gap_ev": [6.16, 6.05],
  "e_above_lowest_kj_mol": 75.9,
  "lumo_energy_ev": [-7.60, -7.75],
  "multiplicity": 4,
  "s_squared": 3.79,
  "elements": ["Re", "S", "C", "C", "C", "N", "C", "C", "C", "C", "C", "N", "C", "C", "H", "H", "H", "H", "H", "H", "H", "H", "C", "Si", "C", "C", "C", "Te", "C", "Si", "C", "C", "C", "H", "H", "H", "H", "H", "H", "H", "H", "H", "H", "H", "H", "H", "H", "H", "H", "H", "H", "H", "H", "H", "H", "N", "C", "O", "C", "C", "N", "C", "N", "H", "H", "C", "Si", "C", "C", "C", "Si", "C", "C", "C", "H", "H", "H", "H", "H", "H", "H", "H", "H", "H", "H", "H", "H", "H", "H", "H", "H", "H", "H"],
  "coordinates": [[0.1403, -0.3383, -0.6300], [2.6022, -2.7968, 4.9650], [1.8324, -2.1782, 3.5521], [0.8341, -2.8321, 2.8127], [0.3219, -2.2400, 1.6921], [0.7331, -1.0308, 1.2313], [1.7046, -0.3994, 1.9445], [2.2480, -0.9206, 3.0827], [1.8922, -4.4215, 5.1162], [0.7417, -4.6125, 5.8673], [0.2360, -5.9033, 5.9554], [0.7994, -6.9514, 5.3625], [1.9148, -6.7526, 4.6683], [2.5083, -5.5050, 4.5124], [0.4657, -3.8042, 3.1058], [-0.4257, -2.7561, 1.1071], [2.0586, 0.5493, 1.5700], [3.0211, -0.3616, 3.5932], [0.2578, -3.7904, 6.3775], [-0.6613, -6.0985, 6.5307], [2.3638, -7.6282, 4.2148], [3.4225, -5.3918, 3.9452], [-0.0565, 0.1488, -3.2565], [0.7861, 1.7178, -3.9263], [1.7402, 1.2589, -5.4448], [-0.4836, 3.0254, -4.2832], [2.0079, 2.2158, -2.5598], [1.2961, 2.1525, -0.5605], [-0.2372, 3.6194, -0.6108], [0.3186, 5.1308, 0.4420], [0.6119, 4.5626, 2.2036], [1.9046, 5.7352, -0.3321], [-1.0595, 6.3681, 0.3042], [-0.8022, -0.2697, -3.9349], [-0.7041, 0.3764, -2.3633], [0.6855, -0.6293, -3.0775], [1.0736, 0.9031, -6.2328], [2.4821, 0.4826, -5.2494], [2.2686, 2.1317, -5.8347], [-1.0964, 2.7103, -5.1315], [-0.0047, 3.9647, -4.5682], [-1.1610, 3.2288, -3.4560], [2.4138, 3.2240, -2.6732], [2.8618, 1.5334, -2.5235], [-1.1621, 3.1665, -0.2647], [-0.3649, 3.8987, -1.6565], [0.6586, 3.4771, 2.3212], [-0.1838, 4.9175, 2.8611], [1.5542, 4.9639, 2.5807], [2.6991, 4.9825, -0.3438], [2.2973, 6.5757, 0.2449], [1.7492, 6.0898, -1.3535], [-1.9970, 5.9671, 0.6952], [-1.2239, 6.6764, -0.7298], [-0.8228, 7.2649, 0.8810], [2.4981, -3.0917, -0.8168], [2.8311, -1.7920, -0.7554], [1.9739, -0.9222, -1.2808], [3.9839, -1.3489, -0.1345], [4.2076, 0.0461, -0.0503], [4.2842, 1.1967, -0.0273], [4.8557, -2.2913, 0.4770], [5.4643, -3.1149, 1.0023], [3.1956, -3.7664, -0.5320], [1.8642, -3.3881, -1.5404], [-4.5669, 0.1186, 0.7667], [-2.8941, 0.7697, 0.2779], [-2.0764, 1.5185, 1.7887], [-3.0547, 1.9911, -1.1287], [-1.8051, -0.7270, -0.2525], [-2.5455, -1.9193, -1.5713], [-3.6320, -3.1265, -0.6634], [-3.5013, -0.9976, -2.8799], [-1.1351, -2.9259, -2.3528], [-5.1657, 0.9324, 1.1845], [-4.4921, -0.6578, 1.5305], [-5.1208, -0.2858, -0.0824], [-2.5621, 2.4568, 2.0698], [-1.0117, 1.7266, 1.6634], [-2.1697, 0.8413, 2.6416], [-3.3778, 2.9641, -0.7481], [-3.8023, 1.6651, -1.8517], [-2.1206, 2.1433, -1.6701], [-1.9008, -1.2959, 0.6881], [-4.4221, -2.6313, -0.0979], [-3.0543, -3.7436, 0.0291], [-4.1092, -3.8028, -1.3773], [-4.4815, -0.7081, -2.4945], [-3.6747, -1.6517, -3.7378], [-3.0122, -0.0937, -3.2432], [-0.1166, -2.6002, -2.1145], [-1.1966, -2.9326, -3.4431], [-1.2179, -3.9621, -2.0165]]
}

---

# 4
{
  "formula": "C13H11B",
  "method": "ωB97M-V/def2-TZVPD",
  "e_tot_ha": -526.6459,
  "orbital_gap_ev": 8.99,
  "smiles": "CB(c1c#cccc1)c1ccccc1",
  "e_above_lowest_kj_mol": 31.6,
  "lumo_energy_ev": -0.08,
  "elements": ["C", "B", "C", "C", "C", "C", "C", "C", "C", "C", "C", "C", "C", "C", "H", "H", "H", "H", "H", "H", "H", "H", "H", "H", "H"],
  "coordinates": [[1.9421, -1.6538, 0.8375], [0.8696, -0.6448, 0.3095], [-0.6052, -1.2550, -0.3733], [-1.7686, -0.6622, -0.5525], [-2.8960, -1.0701, -0.8893], [-3.1898, -2.2946, -1.3209], [-1.9364, -3.0417, -1.2862], [-0.7011, -2.5367, -0.9269], [0.7934, 0.9804, 0.4026], [-0.3478, 1.6592, 0.9907], [-0.3828, 3.0642, 1.1525], [0.6721, 3.8226, 0.6879], [1.7059, 3.1737, 0.0429], [1.7753, 1.7951, -0.0862], [1.5087, -2.3448, 1.6373], [2.9361, -1.3739, 1.1460], [2.0786, -2.2820, -0.0621], [-4.1490, -2.6314, -1.4538], [-1.8390, -4.0186, -1.6781], [0.1140, -3.2577, -0.9393], [-0.9749, 0.9731, 1.3452], [-1.3061, 3.6445, 1.2698], [0.6598, 4.9112, 0.6978], [2.4397, 3.7743, -0.3313], [2.6014, 1.2690, -0.6198]]
}

---

# 5
{
  "formula": "C10H16O",
  "method": "ωB97M-V/def2-TZVPD",
  "e_tot_ha": -465.8452,
  "orbital_gap_ev": 9.54,
  "smiles": "Cc1ccc(O)cc1.CCC",
  "e_above_lowest_kj_mol": 138.1,
  "lumo_energy_ev": 0.85,
  "elements": ["C", "C", "C", "C", "C", "O", "C", "C", "H", "H", "H", "H", "H", "H", "H", "H", "C", "C", "C", "H", "H", "H", "H", "H", "H", "H", "H"],
  "coordinates": [[1.6580, 0.5318, -1.5180], [1.6203, 0.6652, -0.0379], [0.6717, 1.4329, 0.6406], [0.8696, 1.8313, 1.9543], [1.9054, 1.2434, 2.6658], [2.1419, 1.6205, 3.9870], [2.7742, 0.3395, 2.0828], [2.5750, 0.0166, 0.7375], [1.3480, -0.4227, -1.9478], [2.6791, 0.6425, -1.9121], [1.2012, 1.4045, -1.9920], [-0.2564, 1.7511, 0.1752], [0.1753, 2.5391, 2.3826], [1.3929, 1.3741, 4.5195], [3.4676, -0.2496, 2.6649], [3.2216, -0.7283, 0.2883], [-2.0479, -2.3956, -0.8902], [-3.1280, -1.4290, -1.4229], [-2.5491, -0.0479, -1.7536], [-1.2443, -1.8428, -0.3844], [-1.5396, -2.8856, -1.7168], [-2.4187, -3.0769, -0.1297], [-3.5297, -1.9628, -2.2852], [-3.9428, -1.2541, -0.7216], [-2.4647, 0.5403, -0.8363], [-1.4782, -0.0597, -1.9896], [-3.1027, 0.4222, -2.5603]]
}

---

# 6
{
  "formula": "BrPd",
  "method": "ωB97M-V/def2-TZVPD",
  "e_tot_ha": -2701.4850,
  "total_charge": 1,
  "orbital_gap_ev": [10.58, 7.14],
  "e_above_lowest_kj_mol": 71.8,
  "lumo_energy_ev": [-6.30, -9.37],
  "multiplicity": 3,
  "s_squared": 2.01,
  "elements": ["Pd", "Br"],
  "coordinates": [[-27.5525, -5.8387, -16.2421], [-26.9116, -6.6868, -18.0307]]
}